# C6H15NO

The molecule C6H15NO (the ωB97M-V functional and the def2-TZVPD basis, the OMol25 dataset).

Last columns: bonded neighbours and bond lengths (Å).
Geometry (Å):
1 C -0.7467 -1.4362 0.5954  C2 1.507, C4 1.540, H9 1.080, H10 1.105
2 C -0.6704 -2.1671 1.9110  C1 1.507, O3 1.446, H11 1.099, H12 1.102
3 O 0.5047 -3.0089 1.8752  C2 1.446, H13 0.967
4 C 0.2847 -0.2943 0.6557  C1 1.540, N5 1.523, H14 1.117, H15 1.089
5 N 0.4298 0.5299 -0.6168  C4 1.523, C6 1.486, C8 1.478
6 C -0.1286 1.8913 -0.4098  N5 1.486, C7 1.587, H16 1.080, H17 1.088
7 C 0.8438 2.7769 -1.2979  C6 1.587, H18 1.089, H19 1.116, H20 1.074
8 C -0.1275 -0.0618 -1.8513  N5 1.478, H21 1.086, H22 1.109, H23 1.099
9 H -0.4187 -2.1234 -0.1707  C1 1.080
10 H -1.7569 -1.0112 0.4517  C1 1.105
11 H -0.8677 -1.6132 2.8393  C2 1.099
12 H -1.3926 -2.9861 2.0579  C2 1.102
13 H 1.1697 -2.9297 2.5726  O3 0.967
14 H 0.0553 0.4360 1.4698  C4 1.117
15 H 1.2902 -0.6792 0.8180  C4 1.089
16 H -1.1783 2.0325 -0.6202  C6 1.080
17 H 0.0646 2.2790 0.5879  C6 1.088
18 H 0.9626 2.4982 -2.3438  C7 1.089
19 H 1.8356 2.5540 -0.8365  C7 1.116
20 H 0.5214 3.7983 -1.2203  C7 1.074
21 H -0.2922 0.8064 -2.4832  C8 1.086
22 H -1.0616 -0.6351 -1.6806  C8 1.109
23 H 0.6787 -0.6563 -2.3034  C8 1.099

Properties
E_HOMO (eV): -8.2
ΔE to the lowest compared entry with this formula, charge and spin (kJ/mol): 259.89
HOMO-LUMO gap (Eh): 0.3355
Maximum force (hartree/bohr): 0.0614
Electronic energy (Ha): -367.532312
Charge: 0

These are the Löwdin partial charges, in e, on atoms 1 to 8: -0.19 -0.27 -0.09 -0.17 -0.23 -0.25 -0.09 -0.09


# C6H15NO

A cluster of 2 separate species, C6H15NO in total (the ωB97M-V functional and the def2-TZVPD basis, the OMol25 dataset).

Last columns: bonded neighbours and bond lengths (Å).
Geometry (Å):
1 C 2.0676 1.3297 -0.5703  C2 1.542, H8 1.082, H9 1.098, H10 1.084
2 C 0.9561 1.2726 -1.6369  C1 1.542, C3 1.562, H11 1.086, H12 1.082
3 C -0.4143 1.8002 -1.1033  C2 1.562, C4 1.510, H13 1.084, H14 1.087
4 C -1.3107 0.6939 -0.5998  C3 1.510, C7 1.493, H15 1.090, H16 1.087
5 N -0.7840 -1.5910 2.4158  C6 1.431, H17 1.014, H18 1.014
6 C -1.2012 -0.9876 1.1866  N5 1.431, C7 1.324, H19 1.059
7 C -0.9380 0.2430 0.7735  C4 1.493, C6 1.324, H20 1.083
8 H 1.8011 0.8121 0.3414  C1 1.082
9 H 2.9739 0.9066 -1.0223  C1 1.098
10 H 2.3682 2.3694 -0.5049  C1 1.084
11 H 1.2573 1.9388 -2.4392  C2 1.086
12 H 0.8629 0.2892 -2.0793  C2 1.082
13 H -0.8231 2.2677 -1.9913  C3 1.084
14 H -0.1712 2.5509 -0.3554  C3 1.087
15 H -2.3474 1.0236 -0.5340  C4 1.090
16 H -1.4092 -0.1467 -1.2825  C4 1.087
17 H -0.9831 -1.1404 3.3018  N5 1.014
18 H -1.2998 -2.4595 2.5002  N5 1.014
19 H -1.6876 -1.7538 0.6413  C6 1.059
20 H -0.4743 0.9951 1.3996  C7 1.083
21 H 0.6638 -3.4804 1.2903  O23 0.961
22 H 0.4167 -3.0832 -0.1549  O23 0.963
23 O 0.4765 -3.8504 0.4237  H21 0.961, H22 0.963

Properties
E_HOMO (eV): -8.4
ΔE to the lowest compared entry with this formula, charge and spin (kJ/mol): 173.88
HOMO-LUMO gap (Eh): 0.3441
Maximum force (hartree/bohr): 0.0413
Electronic energy (Ha): -367.565071
Charge: 0

These are the Löwdin partial charges, in e, on atoms 1 to 8: -0.11 -0.25 -0.21 -0.24 0.01 -0.21 -0.13 0.06


# C6H15NO

The molecule C6H15NO (the ωB97M-V functional and the def2-TZVPD basis, the OMol25 dataset).

Last columns: bonded neighbours and bond lengths (Å).
Geometry (Å):
1 C -0.1330 -0.4454 1.5192  C2 1.509, C5 1.564, H9 1.050, H10 1.182
2 C -1.0845 -1.2206 0.6413  C1 1.509, C3 1.520, H11 1.115, H12 1.174
3 C -0.4853 -2.1035 -0.4408  C2 1.520, O4 1.501, H13 1.147, H14 1.050
4 O 0.1708 -3.2664 0.2446  C3 1.501, H15 0.987
5 C 0.7482 0.6067 0.7683  C1 1.564, N6 1.482, H16 1.148, H17 1.183
6 N 0.2318 0.9648 -0.5740  C5 1.482, C7 1.486, C8 1.499
7 C -0.7388 2.0774 -0.4053  N6 1.486, H18 1.063, H19 1.072, H20 1.197
8 C 1.3198 1.4801 -1.4676  N6 1.499, H21 1.152, H22 1.080, H23 1.051
9 H -0.5669 0.1271 2.2846  C1 1.050
10 H 0.5483 -1.2236 2.0905  C1 1.182
11 H -1.6550 -1.9152 1.3005  C2 1.115
12 H -1.8391 -0.4094 0.2541  C2 1.174
13 H 0.4245 -1.5916 -0.9168  C3 1.147
14 H -1.0922 -2.3393 -1.2648  C3 1.050
15 H -0.5233 -3.9484 0.0773  O4 0.987
16 H 1.1507 1.5297 1.3204  C5 1.148
17 H 1.7528 -0.0120 0.6804  C5 1.183
18 H -0.2264 2.9879 -0.2079  C7 1.063
19 H -1.3633 2.2219 -1.2641  C7 1.072
20 H -1.3037 1.6324 0.5516  C7 1.197
21 H 0.9674 1.8171 -2.5116  C8 1.152
22 H 2.0148 0.6821 -1.6818  C8 1.080
23 H 1.6823 2.3481 -0.9983  C8 1.051

Properties
E_HOMO (eV): -8.8
ΔE to the lowest compared entry with this formula, charge and spin (kJ/mol): 317.37
HOMO-LUMO gap (Eh): 0.3566
Maximum force (hartree/bohr): 0.0957
Electronic energy (Ha): -367.510417
Charge: 0

These are the Löwdin partial charges, in e, on atoms 1 to 8: -0.22 -0.22 -0.22 -0.11 -0.24 -0.29 -0.09 -0.10


# C6H15NO

A cluster of 2 separate species, C6H15NO in total (the ωB97M-V functional and the def2-TZVPD basis, the OMol25 dataset).

Last columns: bonded neighbours and bond lengths (Å).
Geometry (Å):
1 C -1.8462 0.2655 1.5606  C2 1.483, H5 1.095, H6 1.091, H9 1.081
2 C -2.0646 1.2199 0.4465  C1 1.483, O3 1.264, N4 1.309
3 O -2.8200 0.9679 -0.5357  C2 1.264
4 N -1.5693 2.4263 0.5608  C2 1.309, H7 1.014, H8 1.009
5 H -1.2008 -0.4806 1.0846  C1 1.095
6 H -2.6948 -0.3634 1.8353  C1 1.091
7 H -1.8049 3.1189 -0.1410  N4 1.014
8 H -0.9431 2.7540 1.2814  N4 1.009
9 H -1.4415 0.6692 2.4779  C1 1.081
10 C 0.7903 -0.8451 -0.3357  C11 1.551, C12 1.531, C13 1.519, H14 1.078
11 C 1.6367 -2.0541 -0.8144  C10 1.551, H15 1.087, H16 1.082, H23 1.094
12 C 1.7698 -0.0322 0.5148  C10 1.531, H17 1.095, H18 1.101, H19 1.072
13 C 0.3044 -0.1273 -1.5836  C10 1.519, H20 1.093, H21 1.088, H22 1.097
14 H -0.0259 -1.2176 0.2611  C10 1.078
15 H 2.0476 -2.5547 0.0588  C11 1.087
16 H 2.4066 -1.7819 -1.5246  C11 1.082
17 H 2.6004 0.3335 -0.0988  C12 1.095
18 H 1.3305 0.9315 0.8174  C12 1.101
19 H 2.2226 -0.5764 1.3201  C12 1.072
20 H -0.2754 0.7869 -1.4357  C13 1.093
21 H 0.9913 0.1571 -2.3786  C13 1.088
22 H -0.4121 -0.8300 -2.0264  C13 1.097
23 H 0.9984 -2.7674 -1.3446  C11 1.094

Properties
Spin multiplicity: 2
E_HOMO (spin up / spin down) (eV): -14.4 / -14.4
ΔE to the lowest compared entry with this formula, charge and spin (kJ/mol): 169.52
HOMO-LUMO gap (spin up / spin down) (Eh): 0.3714 / 0.1922
Maximum force (hartree/bohr): 0.0607
Electronic energy (Ha): -367.253707
Charge: +1

These are the Löwdin partial charges, in e, on atoms 1 to 8: 0.08 -0.43 0.36 0.27 0.08 0.13 0.16 0.16